DFT (ωB97M-V with the def2-TZVPD basis set) results for a 2-piece molecular cluster, C2H6N2OS overall.

Each line ends with the Mulliken charge.
Positions of all 12 atoms, in Å:
C1 -0.08816 1.22661 0.53774  -0.58
C2 0.29193 -0.11288 0.03746  0.70
H1 -0.01151 2.33501 -0.98478  0.33
H2 -0.81122 0.89371 1.34867  0.29
H3 0.88573 1.64455 1.14056  0.26
H4 1.88442 -0.75574 1.06239  0.19
H5 -1.73601 -0.47204 -0.47513  0.33
H6 0.42088 -3.06209 -0.23921  0.16
N1 1.26506 -0.98025 0.24461  -0.67
N2 -0.62673 -0.62616 -0.89599  -0.35
O1 -0.72154 2.14100 -0.33733  -0.44
S1 -0.75285 -2.23172 -1.43900  -0.21

The value obtained for the HOMO-LUMO gap is 8.77 eV. Its HOMO energy is -8.45 eV. The energy above the lowest of the compared OMol25 structures with the same formula, charge and spin comes out at 105.8 kcal/mol. Its charge is 0. As for the spin multiplicity: 1. The LUMO energy comes out at 0.3182 eV.